The following is a DFT calculation (wB97M-V/def2-TZVPD) of a structure of composition C24H33CuFN4OS.

Geometry as XYZ:
```
65
Properties=species:S:1:pos:R:3:forces:R:3:mulliken_charge:R:1
Cu 0.02123 0.53595 1.56147 -0.3 -0.1 0.4 -0.48
C -3.87556 -1.71218 2.56724 0.0 0.0 0.0 -1.59
C -3.49732 -1.44029 1.10970 0.0 0.0 0.0 0.89
C -4.72168 -1.54917 0.19917 0.0 0.0 0.0 -1.47
C -2.37706 -2.35670 0.65086 0.0 0.0 0.0 0.94
C -2.57350 -3.73122 0.69158 0.0 0.0 0.0 -0.20
C -1.56345 -4.61222 0.34344 0.0 0.1 0.0 -1.50
C -0.33407 -4.10063 -0.03292 0.0 0.0 0.0 -0.89
C -0.09397 -2.72845 -0.09423 0.0 0.0 0.0 0.98
C 1.31981 -2.30422 -0.46639 0.0 0.0 0.0 0.44
C 1.43079 -1.18789 -1.50412 0.0 0.0 0.0 -1.75
C 2.14711 -1.99905 0.78396 0.0 0.0 0.0 -1.20
C -1.13465 -1.83967 0.22814 0.1 0.0 0.2 -1.44
N -0.96506 -0.43654 0.18480 0.1 0.3 -0.3 2.10
C -1.57200 0.18199 -0.86402 0.0 -0.1 0.1 0.79
C -1.99282 -0.46181 -2.05178 -0.1 0.0 0.0 -0.77
C -2.59651 0.21943 -3.09744 0.0 0.0 0.0 -0.83
C -2.82018 1.58752 -3.03482 0.0 0.0 0.0 -0.70
C -2.42237 2.26140 -1.88208 0.0 0.0 0.0 -0.33
C -1.83467 1.57034 -0.85223 0.0 0.0 0.0 -0.62
F -1.46545 2.28118 0.25100 -0.1 0.0 0.0 -0.47
H -4.68869 -1.04920 2.87215 0.0 0.0 0.0 0.43
H -3.03496 -1.53492 3.23867 0.0 0.0 0.0 0.38
H -4.21785 -2.74180 2.70254 0.0 0.0 0.0 0.28
H -3.12151 -0.41944 1.06014 0.0 0.0 0.0 0.02
H -5.14948 -2.55535 0.24042 0.0 0.0 0.0 0.30
H -4.46832 -1.32908 -0.83890 0.0 0.0 0.0 0.30
H -5.49480 -0.84668 0.51934 0.0 0.0 0.0 0.42
H -3.53308 -4.11766 1.01672 0.0 0.0 0.0 0.35
H -1.72537 -5.68255 0.38040 0.0 0.0 0.0 0.34
H 0.47407 -4.77810 -0.28936 0.0 0.0 0.0 0.37
H 1.76515 -3.19530 -0.92381 0.0 0.0 0.0 0.61
H 1.17586 -0.22106 -1.07703 0.0 -0.1 0.0 0.14
H 0.76835 -1.36820 -2.35235 0.0 0.0 0.0 0.38
H 2.45849 -1.14022 -1.87770 0.0 0.0 0.0 0.53
H 1.71865 -1.18328 1.36835 0.0 0.0 0.0 0.04
H 3.16437 -1.70407 0.50970 0.0 0.0 0.0 0.37
H 2.20023 -2.87806 1.42979 0.0 0.0 0.0 0.42
H -1.83929 -1.53086 -2.12999 0.0 0.0 0.0 0.47
H -2.89664 -0.33569 -3.97905 0.0 0.0 0.0 0.39
H -3.29136 2.11983 -3.84989 0.0 0.0 0.0 0.38
H -2.57809 3.32655 -1.76022 0.0 0.0 0.0 0.49
S 0.43915 1.27002 3.65775 -0.2 -0.2 -0.1 -0.25
C -0.88299 0.56993 4.44943 0.3 0.1 -0.1 0.47
N -1.76785 0.09252 5.02520 -0.1 0.0 0.0 -0.68
C 2.85517 4.21212 -1.23297 0.0 0.0 0.0 -1.23
N 2.27177 2.96931 -0.78169 0.1 0.0 -0.1 0.38
C 1.02144 2.58068 -1.40651 0.0 0.1 0.0 0.15
C 2.76695 2.22041 0.23996 0.0 0.1 0.2 0.45
O 2.11569 1.35960 0.81131 0.0 -0.1 -0.1 -0.16
N 4.08309 2.51814 0.64249 -0.1 -0.1 -0.1 -0.05
C 5.10411 2.28135 -0.37085 0.0 0.1 0.0 -1.12
C 4.43671 1.90859 1.91758 0.0 0.0 0.0 -0.88
H 2.06309 4.95930 -1.32169 0.0 0.0 0.0 0.35
H 3.33093 4.11209 -2.21483 0.0 0.0 0.0 0.33
H 3.59055 4.56337 -0.51448 0.0 0.0 0.0 0.40
H 0.30180 3.39936 -1.34099 0.0 0.0 0.0 0.46
H 0.61015 1.71912 -0.89301 0.1 0.1 0.0 -1.12
H 1.17165 2.32658 -2.45924 0.0 0.0 0.0 0.29
H 4.78022 2.63748 -1.34476 0.0 0.0 0.0 0.33
H 5.33139 1.21076 -0.45654 0.0 0.0 0.0 0.35
H 6.02156 2.80830 -0.10289 0.0 0.0 0.0 0.35
H 3.62877 2.03795 2.63231 0.0 0.0 0.0 0.32
H 5.33680 2.39665 2.29441 0.0 0.0 0.0 0.30
H 4.62551 0.83375 1.81874 0.0 0.0 0.0 0.27
```
Forces are in eV/Å.

The calculation puts the HOMO-LUMO gap at 0.2348 hartree. Its net charge is -1. As for the HOMO energy: -3.932 eV. For the energy above the lowest of the compared OMol25 structures with the same formula, charge and spin, the calculation gives 0.0 kcal/mol. Its multiplicity is 1. The max |F| comes out at 0.0099 Eh/bohr.